#a
66
Properties=species:S:1:pos:R:3:lowdin_charge:R:1 method="wB97M-V/def2-TZVPD" lumo_energy_ev=0.51 homo_ev=-9.87 smiles=CO.CO.CO.CO.CO.CO.CO.CO.CO.CO.CO
C 0.54 -4.41 2.12 -0.13
O 0.06 -3.09 2.44 -0.15
H 1.56 -4.53 2.40 0.06
H -0.08 -5.15 2.62 0.08
H 0.49 -4.61 1.07 0.06
H -0.72 -2.88 1.90 0.04
C -2.97 2.14 2.25 -0.07
O -3.05 0.88 1.53 -0.18
H -3.66 2.21 3.05 0.08
H -1.92 2.05 2.57 0.08
H -3.12 2.96 1.58 0.07
H -3.98 0.64 1.36 0.12
C 0.53 4.37 0.57 -0.15
O 1.03 3.83 -0.64 -0.15
H -0.53 4.55 0.42 0.06
H 0.56 3.61 1.35 0.07
H 1.07 5.28 0.85 0.08
H 1.16 2.87 -0.44 0.03
C -2.88 2.83 -1.45 -0.16
O -2.92 1.43 -1.35 -0.14
H -1.96 3.26 -0.91 0.08
H -2.71 3.05 -2.54 0.09
H -3.84 3.29 -1.16 0.08
H -2.86 1.21 -0.44 0.00
C 1.28 -0.03 3.71 -0.15
O 0.71 1.14 3.16 -0.14
H 2.39 -0.01 3.87 0.09
H 1.04 0.03 4.75 0.06
H 0.93 -0.95 3.23 0.06
H 1.21 1.40 2.38 0.05
C 2.81 -1.78 -0.17 -0.10
O 1.95 -1.10 -1.09 -0.17
H 3.43 -1.00 0.28 0.09
H 2.24 -2.30 0.63 0.08
H 3.41 -2.52 -0.72 0.08
H 1.36 -1.68 -1.64 0.07
C 3.54 2.28 -2.37 -0.12
O 3.52 0.94 -2.93 -0.13
H 2.54 2.55 -2.02 0.05
H 4.28 2.35 -1.58 0.08
H 3.88 2.89 -3.18 0.07
H 3.26 0.34 -2.23 0.03
C 1.25 -3.96 -2.76 -0.15
O 0.47 -2.81 -3.00 -0.16
H 2.26 -3.70 -2.68 0.05
H 0.90 -4.31 -1.79 0.08
H 1.15 -4.74 -3.58 0.10
H 0.91 -2.18 -3.64 0.09
C -0.32 0.72 0.27 -0.11
O 1.07 1.01 0.23 -0.14
H -0.88 1.47 -0.30 0.06
H -0.54 -0.27 -0.14 0.11
H -0.65 0.83 1.28 0.04
H 1.55 0.30 -0.22 0.03
C -3.11 -1.96 3.00 -0.13
O -2.40 -1.71 1.79 -0.15
H -2.42 -2.11 3.85 0.08
H -3.84 -1.18 3.20 0.07
H -3.56 -2.94 2.91 0.07
H -2.12 -0.80 1.67 0.03
C -0.86 -0.16 -4.02 -0.13
O 0.48 -0.11 -3.56 -0.15
H -0.90 0.48 -4.92 0.09
H -1.14 -1.18 -4.33 0.08
H -1.52 0.14 -3.21 0.07
H 0.66 0.79 -3.26 0.09


#b
66
Properties=species:S:1:pos:R:3:lowdin_charge:R:1 method="wB97M-V/def2-TZVPD" lumo_energy_ev=0.35 homo_ev=-9.65 smiles=CCO.CCO.CCO.CO.CO.CO.CO.CO.O.O.O
C -2.55 -0.94 4.36 -0.09
O -3.52 -1.25 3.31 -0.16
H -2.36 0.12 4.23 0.08
H -3.07 -1.05 5.34 0.09
H -1.63 -1.51 4.22 0.07
H -3.80 -2.18 3.44 0.11
C 4.31 0.19 3.86 -0.18
O 4.51 0.99 2.71 -0.14
H 4.89 -0.76 3.85 0.07
H 4.62 0.70 4.83 0.09
H 3.24 -0.03 3.99 0.07
H 4.16 0.50 1.97 0.02
C 0.43 -4.11 1.72 -0.16
O -0.60 -3.32 2.30 -0.14
H 1.22 -4.36 2.45 0.08
H 0.05 -5.03 1.33 0.06
H 0.94 -3.60 0.87 0.08
H -1.06 -2.72 1.69 0.05
C 0.52 -0.19 1.78 -0.13
O 0.41 -0.88 0.52 -0.15
H 0.56 -0.91 2.60 0.07
H 1.47 0.35 1.74 0.06
H -0.30 0.49 1.94 0.06
H -0.51 -1.06 0.28 0.03
C -3.15 -1.27 -0.16 -0.12
O -2.27 -1.01 0.94 -0.16
H -3.43 -2.30 -0.18 0.07
H -4.05 -0.70 -0.25 0.08
H -2.63 -1.12 -1.11 0.06
H -2.81 -1.04 1.74 0.03
O -3.08 0.57 -3.26 -0.05
H -2.29 0.55 -3.76 0.00
H -2.82 1.07 -2.47 0.00
O -2.32 2.03 -0.77 -0.04
H -2.40 1.65 0.09 0.02
H -1.51 2.59 -0.71 0.03
O 3.25 0.07 0.28 -0.05
H 3.28 0.60 -0.50 -0.01
H 2.58 -0.64 0.09 0.06
C 1.02 4.01 1.99 -0.06
C 1.06 4.07 0.47 -0.29
O -0.26 4.04 -0.12 -0.10
H 0.52 3.08 2.23 0.06
H 0.58 4.90 2.32 0.05
H 2.07 4.04 2.31 0.09
H 1.54 3.12 0.06 0.12
H 1.61 4.91 0.08 0.11
H -0.40 4.89 -0.54 0.08
C -1.14 -2.76 -3.63 -0.09
C -2.47 -3.30 -4.01 -0.29
O -3.43 -2.90 -2.99 -0.12
H -0.85 -3.16 -2.65 0.08
H -1.18 -1.67 -3.54 0.06
H -0.31 -3.01 -4.27 0.07
H -2.49 -4.38 -3.86 0.11
H -2.90 -3.06 -4.97 0.11
H -3.79 -2.03 -3.27 0.08
C 1.85 2.57 -3.73 -0.09
C 3.22 2.10 -3.35 -0.27
O 3.07 0.95 -2.47 -0.10
H 1.11 1.82 -3.80 0.05
H 1.84 3.18 -4.69 0.10
H 1.43 3.23 -2.92 0.08
H 3.87 2.81 -2.82 0.13
H 3.69 1.76 -4.24 0.09
H 2.47 0.33 -2.89 0.08


#c
66
Properties=species:S:1:pos:R:3:lowdin_charge:R:1 method="wB97M-V/def2-TZVPD" lumo_energy_ev=0.16 homo_ev=-10.14 smiles=CO.CO.CO.CO.CO.CO.CO.CO.CO.CO.CO
C -0.65 -0.14 0.62 -0.19
O -0.98 -0.90 -0.51 -0.11
H -0.47 -0.80 1.46 0.07
H 0.30 0.39 0.50 0.08
H -1.40 0.59 0.93 0.07
H -1.59 -1.59 -0.26 0.08
C -1.09 8.35 2.77 -0.20
O -1.34 7.02 2.50 -0.11
H -0.50 8.90 2.03 0.08
H -2.05 8.86 2.90 0.07
H -0.54 8.40 3.71 0.08
H -1.45 6.86 1.56 0.08
C 4.37 5.41 -2.41 -0.17
O 5.71 5.18 -2.01 -0.12
H 3.77 4.50 -2.46 0.07
H 3.81 5.95 -1.64 0.07
H 4.30 5.89 -3.39 0.08
H 5.65 4.74 -1.16 0.07
C 0.88 0.48 -6.22 -0.16
O 0.17 1.09 -5.15 -0.13
H 1.95 0.53 -6.02 0.07
H 0.62 -0.57 -6.15 0.07
H 0.64 0.77 -7.25 0.08
H -0.03 0.45 -4.46 0.07
C 4.75 4.45 3.72 -0.16
O 5.74 3.78 2.96 -0.13
H 4.65 5.50 3.42 0.07
H 3.77 3.98 3.73 0.07
H 5.10 4.42 4.75 0.07
H 6.46 3.57 3.57 0.07
C -7.13 -4.08 -1.42 -0.14
O -5.80 -4.00 -0.86 -0.15
H -7.39 -5.14 -1.40 0.07
H -7.73 -3.44 -0.78 0.07
H -7.17 -3.74 -2.45 0.08
H -5.80 -4.23 0.07 0.07
C -2.76 2.55 6.48 -0.17
O -1.41 2.98 6.35 -0.12
H -3.13 2.02 5.60 0.07
H -2.78 1.79 7.26 0.08
H -3.45 3.36 6.72 0.08
H -1.56 3.71 5.75 0.07
C 2.11 -6.37 -0.43 -0.20
O 2.93 -6.35 -1.55 -0.10
H 1.06 -6.38 -0.70 0.07
H 2.29 -7.29 0.13 0.08
H 2.09 -5.49 0.20 0.08
H 3.40 -5.51 -1.56 0.08
C -3.59 -4.49 -6.58 -0.17
O -3.93 -4.27 -7.93 -0.13
H -2.62 -4.97 -6.48 0.08
H -3.59 -3.52 -6.09 0.07
H -4.37 -5.11 -6.13 0.07
H -4.85 -4.03 -7.97 0.07
C 5.59 -0.88 -1.55 -0.18
O 6.21 -2.14 -1.66 -0.11
H 6.26 -0.09 -1.89 0.07
H 4.67 -0.74 -2.12 0.08
H 5.42 -0.59 -0.51 0.07
H 7.14 -2.12 -1.40 0.08
C -3.19 -4.35 5.23 -0.18
O -4.24 -4.89 4.46 -0.12
H -2.28 -4.90 5.00 0.07
H -2.95 -3.32 5.00 0.07
H -3.40 -4.35 6.30 0.08
H -4.60 -5.69 4.87 0.08


Which of them is the least stable? Correct choice: #c.


#a
18
Properties=species:S:1:pos:R:3:lowdin_charge:R:1 method="wB97M-V/def2-TZVPD" lumo_energy_ev=0.61 homo_ev=-9.02 smiles=NCCN.O.O
C -0.90 -0.03 -0.89 -0.32
C -0.93 -1.51 -0.94 -0.32
N -0.90 -2.33 0.29 -0.02
N 0.50 0.46 -0.77 -0.02
H -1.33 0.52 -1.82 0.13
H -1.74 0.07 -0.24 0.09
H -1.83 -1.97 -1.43 0.12
H 0.12 -1.80 -1.38 0.13
H -0.33 -1.97 1.03 0.05
H -1.74 -2.59 0.77 0.04
H 0.38 1.46 -1.00 0.06
H 0.89 0.44 -1.71 0.05
H 3.80 2.59 -4.62 0.03
H 2.49 3.28 -4.55 0.02
O 3.25 3.07 -4.00 -0.05
H -1.39 0.64 6.40 0.05
H -0.92 -0.42 5.33 0.03
O -1.32 -0.32 6.20 -0.08


#b
18
Properties=species:S:1:pos:R:3:lowdin_charge:R:1 method="wB97M-V/def2-TZVPD" lumo_energy_ev=0.64 homo_ev=-9.73 smiles=NCCN.O.O
C 1.29 -0.41 0.68 -0.30
C -0.05 0.24 0.43 -0.27
N -0.97 -0.58 -0.35 -0.01
N 2.18 0.56 1.37 -0.02
H 1.14 -1.28 1.32 0.11
H 1.74 -0.86 -0.20 0.10
H -0.47 0.54 1.38 0.11
H 0.10 1.16 -0.15 0.10
H -1.85 -0.90 0.05 0.08
H -1.27 -0.10 -1.18 0.08
H 2.31 1.31 0.70 0.05
H 3.12 0.16 1.31 0.07
H -0.52 -2.40 -0.76 -0.03
H -0.74 -3.65 -1.71 0.02
O -0.37 -3.36 -0.87 -0.11
H -2.30 3.48 -0.21 0.04
H -0.83 3.73 -0.55 0.03
O -1.64 3.32 -0.89 -0.06


Which of them is the least stable? Correct choice: #a.